[1]
Density functional theory data (ωB97M-V/def2-TZVPD) for a structure of composition C20H59MnNO11.

Atoms and positions in Å:
Mn (-0.65, -0.47, -3.51)
C (-1.15, 2.11, -0.25)
C (-1.86, 0.97, -0.97)
O (-0.97, 0.19, -1.74)
H (-0.16, 1.71, 0.10)
H (-1.77, 2.36, 0.54)
H (-0.95, 2.98, -0.87)
H (-2.67, 1.43, -1.56)
H (-2.42, 0.32, -0.29)
C (-0.94, -0.70, -7.60)
C (-1.08, 0.30, -6.52)
O (-0.42, -0.12, -5.39)
H (-1.24, -0.31, -8.61)
H (-1.41, -1.64, -7.52)
H (0.12, -0.93, -7.60)
H (-2.17, 0.44, -6.41)
H (-0.56, 1.24, -6.89)
O (-1.83, 2.65, -3.76)
H (-1.28, 2.57, -4.51)
H (-1.12, 2.53, -3.07)
C (2.28, 2.48, -3.09)
O (0.96, 2.23, -2.56)
H (2.95, 2.85, -2.31)
H (2.60, 1.62, -3.68)
H (2.18, 3.33, -3.75)
H (0.94, 1.54, -1.89)
C (-2.76, -3.23, -3.49)
O (-1.44, -2.58, -3.31)
H (-2.97, -3.29, -4.57)
H (-2.70, -4.23, -2.96)
H (-3.54, -2.69, -3.00)
H (-0.82, -3.01, -2.69)
C (4.25, -0.50, -1.03)
O (4.73, 0.19, -2.09)
H (5.05, -0.99, -0.46)
H (3.72, 0.17, -0.38)
H (3.50, -1.38, -1.26)
H (5.60, -0.16, -2.36)
C (-2.68, -2.81, 3.29)
O (-2.39, -2.53, 1.98)
H (-3.18, -3.73, 3.47)
H (-1.74, -2.69, 3.91)
H (-3.38, -2.04, 3.70)
H (-3.21, -2.69, 1.42)
C (-4.21, 0.00, -3.69)
O (-4.29, 1.33, -3.27)
H (-5.22, -0.37, -3.81)
H (-3.71, -0.26, -4.64)
H (-3.81, -0.64, -2.94)
H (-3.52, 1.78, -3.57)
C (0.57, -3.05, -0.02)
O (0.15, -2.31, -1.14)
H (0.88, -2.38, 0.78)
H (-0.23, -3.69, 0.34)
H (1.47, -3.59, -0.30)
H (-0.37, -1.53, -0.99)
C (-5.39, -1.42, 0.09)
O (-4.89, -2.74, 0.41)
H (-6.47, -1.42, 0.23)
H (-4.88, -0.60, 0.57)
H (-5.18, -1.20, -0.97)
H (-5.31, -3.06, 1.25)
C (3.82, 3.18, 3.21)
C (2.71, 2.16, 3.43)
C (2.80, 1.09, 2.34)
C (1.87, -0.18, 2.64)
C (2.27, -0.80, 3.95)
C (2.26, 0.14, 5.12)
N (3.00, 1.37, 4.67)
O (2.89, 2.22, 5.82)
C (0.82, 0.51, 5.63)
C (2.93, -0.60, 6.29)
C (1.33, 2.78, 3.46)
H (4.82, 2.73, 3.27)
H (3.69, 4.10, 3.76)
H (3.80, 3.56, 2.16)
H (2.65, 1.65, 1.41)
H (3.81, 0.73, 2.25)
H (2.16, -0.83, 1.79)
H (0.86, 0.07, 2.50)
H (3.29, -1.11, 3.72)
H (1.68, -1.70, 4.13)
H (0.53, -0.16, 6.50)
H (0.93, 1.50, 6.11)
H (0.02, 0.41, 4.92)
H (3.92, -0.89, 5.95)
H (3.02, -0.04, 7.22)
H (2.37, -1.53, 6.46)
H (0.59, 2.01, 3.29)
H (1.31, 3.61, 2.76)
H (1.05, 3.15, 4.44)
H (3.81, 2.51, 6.01)

Properties
- Energy above the lowest of the compared OMol25 structures with the same formula, charge and spin: 0.0000 eV
- HOMO energy (alpha / beta): -8.265 / -8.474 eV
- Multiplicity: 6
- Max |F|: 3.90 eV Å⁻¹
- Frontier orbital gap (alpha / beta): 8.66 / 8.66 eV
- Expectation value of S²: 8.756

[2]
Density functional theory data (ωB97M-V/def2-TZVPD) for a structure of composition C20H60F6N10O10P.

Atoms and positions in Å:
P (-0.34, -0.64, 0.16)
F (0.97, -0.40, -0.77)
F (-1.10, 0.69, -0.43)
F (-0.99, -1.42, -1.14)
F (-1.67, -0.94, 1.01)
F (0.29, -2.01, 0.70)
F (0.33, 0.21, 1.33)
C (0.15, -0.99, 5.00)
O (-0.28, -1.64, 5.96)
N (1.08, 0.00, 5.16)
N (-0.22, -1.24, 3.71)
H (1.48, 0.48, 4.37)
H (1.31, 0.34, 6.07)
H (-0.80, -2.02, 3.47)
H (-0.08, -0.61, 2.95)
C (0.82, -3.38, -3.36)
O (0.97, -4.31, -4.15)
N (0.72, -3.56, -2.01)
N (0.83, -2.06, -3.78)
H (0.50, -2.78, -1.42)
H (1.09, -4.40, -1.60)
H (1.03, -1.41, -3.04)
H (1.25, -1.93, -4.68)
C (-3.04, 0.38, -3.65)
O (-3.88, 0.66, -4.51)
N (-3.02, -0.81, -2.98)
N (-1.98, 1.22, -3.39)
H (-3.59, -1.57, -3.29)
H (-2.35, -0.95, -2.24)
H (-1.39, 1.04, -2.61)
H (-1.81, 1.97, -4.03)
C (3.95, 1.45, 2.18)
O (3.66, 2.05, 3.21)
N (5.22, 1.42, 1.65)
N (3.04, 0.84, 1.36)
H (5.84, 2.16, 1.92)
H (5.28, 1.03, 0.72)
H (3.47, 0.39, 0.56)
H (2.12, 0.56, 1.65)
C (2.44, 1.11, -3.78)
O (3.33, 1.68, -3.14)
N (2.52, 0.98, -5.13)
N (1.41, 0.49, -3.15)
H (1.83, 0.50, -5.68)
H (3.28, 1.42, -5.61)
H (0.75, -0.04, -3.69)
H (1.43, 0.55, -2.14)
C (-1.92, 1.74, 3.49)
C (-3.01, 2.78, 3.72)
C (-3.16, 3.25, 5.15)
O (-2.73, 3.91, 2.91)
H (-0.97, 2.14, 3.86)
H (-1.89, 1.44, 2.45)
H (-2.08, 0.84, 4.09)
H (-3.97, 2.37, 3.38)
H (-4.09, 3.80, 5.28)
H (-2.36, 3.96, 5.38)
H (-3.18, 2.41, 5.84)
H (-2.21, 3.69, 2.13)
C (-4.25, 0.15, 1.50)
C (-4.97, -0.73, 0.50)
C (-4.43, -0.53, -0.90)
O (-4.87, -2.08, 0.92)
H (-4.67, 0.19, 2.50)
H (-4.22, 1.19, 1.14)
H (-3.23, -0.24, 1.58)
H (-6.03, -0.49, 0.41)
H (-3.39, -0.83, -1.07)
H (-4.47, 0.54, -1.12)
H (-5.04, -1.04, -1.65)
H (-3.98, -2.40, 0.72)
C (4.32, -1.73, -1.65)
C (5.52, -0.78, -1.61)
C (6.21, -0.62, -2.95)
O (4.99, 0.53, -1.25)
H (3.59, -1.49, -2.41)
H (3.89, -1.84, -0.65)
H (4.69, -2.72, -1.95)
H (6.20, -1.05, -0.79)
H (6.95, 0.18, -2.88)
H (5.50, -0.22, -3.69)
H (6.60, -1.54, -3.37)
H (4.57, 0.87, -2.07)
C (-0.15, -4.02, -0.22)
C (-1.67, -4.08, -0.09)
C (-2.10, -4.76, 1.21)
O (-2.24, -2.77, -0.14)
H (0.24, -5.01, -0.45)
H (0.26, -3.74, 0.76)
H (0.18, -3.28, -0.94)
H (-2.08, -4.64, -0.93)
H (-1.63, -5.75, 1.25)
H (-3.17, -4.80, 1.34)
H (-1.60, -4.24, 2.03)
H (-1.58, -2.11, 0.10)
C (-0.35, 5.36, 0.37)
C (-0.24, 3.91, -0.03)
C (1.19, 3.45, -0.23)
O (-0.90, 3.13, 0.98)
H (0.05, 5.54, 1.37)
H (-1.38, 5.71, 0.29)
H (0.27, 5.97, -0.31)
H (-0.77, 3.78, -0.99)
H (1.64, 3.90, -1.12)
H (1.27, 2.36, -0.26)
H (1.84, 3.73, 0.61)
H (-0.83, 2.21, 0.68)

Properties
- Energy above the lowest of the compared OMol25 structures with the same formula, charge and spin: 9.4873 eV
- HOMO energy: -6.863 eV
- Total charge: -1
- Max |F|: 12.92 eV Å⁻¹
- Frontier orbital gap: 8.75 eV

[3]
Density functional theory data (ωB97M-V/def2-TZVPD) for a structure of composition C20H60HfN10O6P3.

Atoms and positions in Å:
Hf (-2.88, -1.67, -0.16)
C (0.00, 0.53, -0.79)
O (-1.22, -0.13, -0.59)
H (0.76, -0.22, -1.03)
H (-0.02, 1.29, -1.57)
H (0.41, 1.04, 0.08)
O (-0.97, -2.95, 0.09)
P (0.26, -3.75, 0.48)
N (0.12, -5.40, 0.31)
C (-1.16, -6.05, -0.01)
C (1.12, -6.37, 0.74)
N (0.79, -3.60, 2.03)
C (-0.05, -4.19, 3.08)
C (1.84, -2.72, 2.58)
N (1.55, -3.35, -0.49)
C (2.88, -3.90, -0.37)
C (1.30, -2.82, -1.85)
H (-1.83, -5.29, -0.41)
H (-1.62, -6.45, 0.90)
H (-1.08, -6.79, -0.80)
H (1.46, -7.06, -0.03)
H (0.74, -6.92, 1.60)
H (1.97, -5.79, 1.09)
H (-0.17, -5.25, 2.85)
H (0.45, -4.34, 4.04)
H (-0.99, -3.65, 3.19)
H (1.81, -1.72, 2.14)
H (1.62, -2.52, 3.63)
H (2.82, -3.20, 2.51)
H (3.24, -4.03, 0.65)
H (3.02, -4.88, -0.83)
H (3.58, -3.18, -0.82)
H (0.29, -2.41, -1.84)
H (1.49, -3.60, -2.58)
H (2.02, -2.03, -2.09)
O (3.62, 3.98, 0.03)
P (3.61, 3.46, 1.41)
N (2.21, 3.74, 2.30)
C (1.75, 5.15, 2.41)
C (1.08, 2.83, 2.22)
N (4.89, 4.09, 2.38)
C (4.89, 3.88, 3.82)
C (6.27, 4.11, 1.85)
N (3.89, 1.78, 1.56)
C (3.88, 1.05, 2.79)
C (4.05, 1.01, 0.32)
H (2.59, 5.83, 2.25)
H (1.47, 5.36, 3.45)
H (0.95, 5.37, 1.71)
H (0.56, 2.97, 3.17)
H (1.36, 1.77, 2.24)
H (0.44, 2.98, 1.35)
H (5.27, 2.90, 4.10)
H (5.58, 4.66, 4.14)
H (3.91, 3.97, 4.28)
H (6.82, 3.22, 2.15)
H (6.18, 4.48, 0.83)
H (6.74, 4.97, 2.35)
H (4.84, 0.84, 3.26)
H (3.29, 1.59, 3.55)
H (3.29, 0.15, 2.58)
H (3.15, 0.41, 0.15)
H (4.92, 0.35, 0.37)
H (4.16, 1.72, -0.50)
O (-3.66, -0.26, -1.88)
P (-3.88, 0.72, -3.02)
N (-3.10, 0.26, -4.41)
C (-1.67, 0.62, -4.52)
C (-3.51, -0.89, -5.21)
N (-3.50, 2.31, -2.75)
C (-3.42, 2.86, -1.39)
C (-3.28, 3.30, -3.80)
N (-5.49, 0.77, -3.49)
C (-5.94, 1.53, -4.67)
C (-6.51, 0.54, -2.47)
H (-1.48, 1.58, -4.06)
H (-1.39, 0.60, -5.58)
H (-1.13, -0.21, -4.06)
H (-2.94, -1.78, -4.95)
H (-3.32, -0.75, -6.28)
H (-4.57, -1.07, -5.05)
H (-4.44, 2.92, -1.01)
H (-2.97, 2.10, -0.73)
H (-2.79, 3.75, -1.38)
H (-4.04, 4.08, -3.78)
H (-2.25, 3.63, -3.76)
H (-3.33, 2.91, -4.82)
H (-6.06, 2.57, -4.38)
H (-5.26, 1.36, -5.50)
H (-6.94, 1.15, -4.87)
H (-6.87, 1.47, -2.02)
H (-6.15, -0.10, -1.67)
H (-7.39, 0.09, -2.93)
C (-2.17, -0.02, 4.23)
N (-1.20, -0.33, 3.11)
O (-1.57, -1.05, 2.18)
O (-0.07, 0.03, 3.26)
H (-3.12, -0.36, 3.86)
H (-2.01, 1.03, 4.46)
H (-1.79, -0.60, 5.08)

Properties
- Energy above the lowest of the compared OMol25 structures with the same formula, charge and spin: 0.0000 eV
- HOMO energy: -14.083 eV
- Total charge: +3
- Max |F|: 10.27 eV Å⁻¹
- Frontier orbital gap: 1.57 eV

Values for calculated total energy, a.u., ordered as above
-2830.6028, -3038.7328, -2868.0496
Values for molecular weight, g/mol, ordered as above
544.63, 745.72, 808.18